Entry one
15
Properties=species:S:1:pos:R:3 method="wB97M-V/def2-TZVPD" smiles="NC(N)=C1C=NOC1" spin_multiplicity=1 orbital_gap_ha=0.288
N -2.20899 -1.11573 0.02645
C -1.33009 -0.07042 -0.08902
N -1.94970 1.19875 -0.15022
C 0.02326 -0.12684 -0.10748
C 0.96841 -1.23701 -0.09256
N 2.19991 -0.75696 -0.05577
O 2.22639 0.60252 0.10014
C 0.81632 1.11608 0.08253
H -3.24872 -0.92229 0.38884
H -1.78004 -1.89574 0.50325
H -2.62653 1.30004 0.55486
H -1.39955 2.04684 -0.26072
H 0.64920 -2.28778 0.05078
H 0.85738 1.92459 -0.63529
H 0.58115 1.64092 1.09308

---

Entry two
15
Properties=species:S:1:pos:R:3 method="wB97M-V/def2-TZVPD" smiles="N/N=C1/OC[C@H]2CN12" spin_multiplicity=1 orbital_gap_ha=0.332
N -1.14918 -0.33930 2.19810
N -0.19722 0.59285 1.87347
C -0.02839 0.65843 0.67409
O 0.96024 1.40487 0.13933
C 1.10396 0.96978 -1.18818
C -0.00375 -0.06282 -1.41623
C 0.11606 -1.25712 -0.47464
N -0.80901 -0.08018 -0.21105
H -1.88368 -0.52218 1.53098
H -1.41776 -0.11757 3.10445
H 1.08637 1.78159 -1.87241
H 2.14647 0.50434 -1.26279
H -0.49529 -0.16677 -2.39317
H 0.99187 -1.22164 0.15074
H -0.42070 -2.14429 -0.85270

---

Which is the most stable structure? entry one is the most stable.

---

Entry one
15
Properties=species:S:1:pos:R:3 method="wB97M-V/def2-TZVPD" spin_multiplicity=1 orbital_gap_ha=0.359
C -1.96735 -0.82168 0.04652
C 0.94548 1.57494 0.29526
C 1.22033 0.03726 0.46908
C 2.28469 -0.65314 -0.37460
H -3.16767 -1.98577 0.05212
H -1.24012 -1.81502 0.75753
H -1.69094 1.28509 -1.11121
H 0.37341 2.15984 1.12322
H 1.69969 2.02832 -0.43073
H 0.57548 -0.36021 1.38189
H 2.15420 -0.22219 -1.41407
N -3.16570 -0.88910 -0.09271
N -1.27096 0.56710 -0.12176
N 0.22838 0.61135 -0.57143
O 3.02110 -1.51679 -0.00912

---

Entry two
15
Properties=species:S:1:pos:R:3 method="wB97M-V/def2-TZVPD" spin_multiplicity=1 orbital_gap_ha=0.332
C -0.10528 -0.94670 -0.02095
C -1.78960 -0.73778 -0.55781
C -0.86466 0.29872 -0.52469
C 1.21219 -0.18021 -0.21285
H 0.86600 -1.39039 1.69296
H -2.55904 -1.11377 -1.44177
H -2.49402 -0.75048 0.32851
H -0.50972 0.66551 -1.48678
H -0.61934 2.26669 0.02145
H 1.64014 1.76418 0.91685
H 3.06841 -0.50030 -0.46650
N -0.55732 1.33327 0.50426
N 0.97085 1.21603 0.14085
N 2.20170 -1.01270 -0.35720
O -0.46029 -0.91205 1.46367

---

Which is the most stable structure? entry one is the most stable.

---

Entry one
13
Properties=species:S:1:pos:R:3 method="wB97M-V/def2-TZVPD" spin_multiplicity=1 orbital_gap_ha="0.274 / 0.274"
C 1.00164 -0.37829 0.89761
C -0.05828 1.05511 -0.87109
C 1.91563 1.77595 0.24513
N 1.86155 0.49242 1.02310
N 0.46220 -1.40193 1.21035
N -1.08513 1.46799 -1.56755
O 2.77327 2.55404 0.44041
O -1.97146 0.30901 -1.63750
O -1.41206 2.44989 -2.21337
O 0.90386 2.01263 -0.55392
H 2.75041 0.14144 1.32617
H -2.90515 0.41653 -1.69510
H 0.08643 -2.16393 0.69490

---

Entry two
13
Properties=species:S:1:pos:R:3 method="wB97M-V/def2-TZVPD" spin_multiplicity=1 orbital_gap_ha="0.294 / 0.299"
C 1.32286 0.49822 0.00465
C -0.18552 0.95404 1.24856
C -0.15673 0.19813 -0.07067
N 1.26528 1.04982 1.14299
N -0.87237 0.46473 -1.25421
N -0.05040 -2.05516 -0.10043
O -0.30014 0.64154 -2.33280
O -2.09535 0.49705 -1.08878
O 0.15775 -2.33085 -1.20213
O -0.04500 -2.58048 0.95140
H 2.24488 0.26492 -0.58551
H -0.80457 1.98115 1.17409
H -0.48069 0.41689 2.11283

---

Which is the most stable structure? entry one is the most stable.

---

Entry one
13
Properties=species:S:1:pos:R:3 method="wB97M-V/def2-TZVPD" smiles=Fc1ccccn1.Br spin_multiplicity=1 orbital_gap_ha=0.376
F -1.88030 2.26476 0.13015
C -0.98542 1.27449 0.06085
C 0.11453 1.40047 -0.69654
C 1.13483 0.47387 -0.56334
C 0.93379 -0.59721 0.20452
C -0.27972 -0.75969 0.85025
N -1.14092 0.32266 0.95230
H 0.37360 2.29540 -1.24180
H 2.13888 0.65984 -1.00348
H 1.49841 -1.46440 0.43248
H -0.37503 -1.61675 1.48045
Br -4.01230 -0.35836 0.22877
H -2.78605 -0.27530 0.75387

---

Entry two
13
Properties=species:S:1:pos:R:3 method="wB97M-V/def2-TZVPD" smiles="C=C/C=C(/F)Br.C#N" spin_multiplicity=1 orbital_gap_ha=0.349
C -1.28271 -0.86680 -0.87566
C -1.20905 -0.82178 0.48328
C -0.02465 -0.47560 1.30329
C 1.26576 -0.49378 0.97854
F 2.08869 -0.16188 1.95765
Br 2.16332 -0.98844 -0.64468
H -0.57277 -0.20338 -1.32899
H -2.02360 -1.40945 -1.40554
H -1.97965 -1.46649 0.87551
H -0.04547 -0.09461 2.32747
C 0.55342 2.29104 -1.19587
N -0.58503 2.20458 -1.17040
H 1.65175 2.48661 -1.30460

---

Which is the most stable structure? entry one is the most stable.